DFT (ωB97M-V/def2-TZVPD) results for a structure of composition C6H12N2 at a distorted geometry.

Each line ends with the Mulliken charge.
Cartesian coordinates (Å):
C -1.06830 0.65710 0.10373  0.2940
C 0.59328 -1.19958 -0.45262  0.3583
C 0.42223 0.15033 -0.88397  -0.7656
C -0.52682 1.56909 1.18177  -1.3785
C 0.52093 -1.76835 0.93399  -1.2982
N -1.96644 1.31231 -0.75813  -0.6692
C 2.50245 -1.44542 -1.01354  0.0635
N 3.31481 -0.69396 -1.37912  -0.4655
H -1.56953 -0.20938 0.52987  0.3431
H 0.15345 -1.89616 -1.17152  0.2722
H -2.42771 0.71136 -1.43070  0.2386
H -1.59241 2.13767 -1.21341  0.2340
H 0.07836 0.20950 -1.91548  0.2731
H 1.19241 0.90482 -0.73909  0.4060
H 0.02209 2.41318 0.75736  0.3560
H 0.15405 1.05298 1.85831  0.2953
H -1.35215 1.98183 1.77254  0.3675
H 1.05842 -2.72317 0.93608  0.4315
H 0.99039 -1.11543 1.67339  0.2791
H -0.49950 -2.04873 1.21052  0.3648

As for the HOMO energy: -8.9 eV. The total energy is -345.209127 hartree. For the largest force on an atom, the calculation gives 0.084 hartree/bohr. As for the molar mass: 112.18 g mol⁻¹. The calculation puts the energy above the lowest of the compared OMol25 structures with the same formula, charge and spin at 3.2309 eV.